# 1
This record from the Open Molecules 2025 dataset describes an isolated ion of composition C3H6NO2 and charge -1 in a non-equilibrium geometry. The level of theory is ωB97M-V/def2-TZVPD.

The geometry in XYZ format:
```
12
C3H6NO2 | the Open Molecules 2025 dataset | ωB97M-V/def2-TZVPD
O -2.60325 -0.17053 0.87887
C -1.74780 -0.60932 0.18238
C -0.45021 0.08898 0.12925
N 0.47816 -0.45711 -0.72292
C 1.75368 0.47844 -0.73628
O 2.23333 0.58891 0.48269
H -1.59777 -1.66332 -0.31837
H -0.72073 1.19469 -0.29227
H 0.18875 0.54479 0.84507
H 0.71719 -1.51574 -0.93728
H 2.52352 0.03008 -1.51231
H 1.16727 1.51360 -1.06900
```

Calculated values
charge	-1
ΔE to the lowest compared entry with this formula, charge and spin	107.5	kcal/mol
molar mass	88.086	u
SMILES	O=CCNC[O-]
highest occupied orbital energy	-2.79	eV
HOMO-LUMO gap	6.816	eV

---

# 2
This record from the Open Molecules 2025 dataset describes a 14-piece molecular cluster, C38H61BBrN16O2P overall in a non-equilibrium geometry. The level of theory is ωB97M-V/def2-TZVPD.

The geometry in XYZ format:
```
120
C38H61BBrN16O2P | the Open Molecules 2025 dataset | ωB97M-V/def2-TZVPD
C -0.01153 -1.91049 1.41125
C -1.59781 -1.38244 1.39654
C -2.27006 -1.74746 -0.05878
C -2.22924 -0.46435 -1.13666
O -0.97979 0.23082 -0.85647
C -0.84700 1.50945 -1.63164
C -1.94998 1.67536 -2.83077
N -2.93796 1.99364 -3.63815
C -1.02517 2.68188 -0.45241
C -1.09775 4.20641 -1.02570
C -2.17233 5.04669 -0.05616
Br 0.66082 5.21884 -0.80560
C 0.67850 1.43177 -2.24142
C 0.79229 -0.09388 -2.91995
N 0.85779 -1.31290 -3.37588
P 2.06720 1.49002 -0.90595
N 3.36916 0.57668 -1.33728
B 1.06859 2.51127 -3.39257
C 2.56252 2.29718 -4.12896
O 0.31688 3.68821 -3.85870
H 0.33814 -2.03906 2.54529
H 0.69841 -1.18114 0.81750
H 0.10492 -2.97901 0.90390
H -1.69627 -0.26221 1.71886
H -2.16169 -2.06804 2.19587
H -3.36164 -2.17303 0.00002
H -1.57587 -2.59710 -0.53094
H -2.27139 -1.00522 -2.20089
H -3.21451 0.13926 -0.89498
H -2.09647 2.44964 0.02635
H -0.25987 2.54489 0.43706
H -1.50915 4.32898 -2.11295
H -2.45362 6.05357 -0.63090
H -3.15793 4.41036 0.01123
H -1.70210 5.27859 1.00305
H 1.63954 0.95125 0.38035
H 2.53794 2.83738 -0.73628
H 3.51433 -0.15546 -0.60803
H 3.01639 1.23513 -3.94177
H 3.30200 3.06532 -3.59278
H 2.45304 2.57443 -5.28095
H -0.29766 3.37106 -4.59703
C 5.64681 -1.62415 2.39406
C 4.24627 -1.50144 1.81628
N 3.08445 -1.39961 1.33698
H 5.67850 -2.43629 3.12557
H 6.36244 -1.83650 1.59501
H 5.93008 -0.68991 2.88679
C 6.74551 2.24542 -2.81593
C 6.95464 2.20828 -1.31084
N 7.12810 2.17745 -0.06229
H 6.76320 3.28005 -3.16938
H 7.53947 1.68446 -3.31658
H 5.77991 1.79907 -3.06935
C -2.52782 -5.33893 3.88157
C -1.32620 -4.43691 4.11153
N -0.32937 -3.68867 4.30230
H -3.40858 -4.91990 4.37589
H -2.72864 -5.42649 2.81026
H -2.33042 -6.33420 4.28938
C -6.11317 -3.51356 6.61609
C -5.61768 -3.35691 5.18767
N -5.20665 -3.22700 4.00272
H -5.39699 -3.06552 7.31038
H -7.08017 -3.01637 6.73187
H -6.22693 -4.57412 6.85710
C 2.36106 8.49215 -2.02928
C 3.56269 9.39417 -1.79933
N 4.55951 10.14242 -1.60856
H 1.48030 8.91118 -1.53496
H 2.16024 8.40459 -3.10059
H 2.55846 7.49689 -1.62147
C 1.24226 -4.61033 -4.86749
C 1.23526 -6.13012 -4.89241
N 1.22949 -7.39086 -4.91308
H 0.90254 -4.22009 -5.83081
H 0.57500 -4.24731 -4.08091
H 2.25442 -4.24526 -4.67239
C -7.55678 -7.59269 6.15049
C -6.30731 -6.91789 5.60838
N -5.27079 -6.35812 5.15870
H -8.39330 -6.88849 6.14436
H -7.81334 -8.45580 5.53007
H -7.38311 -7.93032 7.17600
C 10.66391 0.34736 -4.91969
C 9.53465 1.24324 -5.40197
N 8.59786 1.98642 -5.80201
H 10.92240 -0.37753 -5.69648
H 11.54580 0.95105 -4.68830
H 10.35445 -0.19068 -4.01937
C 7.84613 4.73208 -7.89041
C 6.71687 5.62796 -8.37269
N 5.78008 6.37113 -8.77273
H 8.10462 4.00719 -8.66719
H 8.72802 5.33577 -7.65901
H 7.53667 4.19404 -6.99009
C -4.73305 0.15215 3.96176
C -3.48357 0.82695 3.41965
N -2.44705 1.38672 2.96997
H -5.56956 0.85635 3.95563
H -4.98960 -0.71096 3.34134
H -4.55938 -0.18548 4.98727
C 5.20824 8.98159 -11.36518
C 5.70373 9.13824 -12.79360
N 6.11475 9.26816 -13.97855
H 5.92441 9.42964 -10.67089
H 4.24124 9.47879 -11.24940
H 5.09447 7.92103 -11.12417
C -7.62235 -9.20546 10.67030
C -8.40759 -8.17596 9.87409
N -9.05896 -7.32194 9.21357
H -7.52544 -8.87850 11.70923
H -8.13965 -10.16856 10.64686
H -6.62411 -9.32688 10.24066
C -10.02318 -3.73257 9.73931
C -8.77371 -3.05777 9.19720
N -7.73719 -2.49801 8.74752
H -10.85970 -3.02838 9.73318
H -10.27974 -4.59568 9.11889
H -9.84951 -4.07021 10.76482
```

Calculated values
charge	0
molar mass	895.706	u
highest occupied orbital energy	-8.27	eV
HOMO-LUMO gap	8.101	eV

---

# 3
This record from the Open Molecules 2025 dataset describes C12H38B2KO6 as an isolated structure in a non-equilibrium geometry. The level of theory is ωB97M-V/def2-TZVPD.

The geometry in XYZ format:
```
59
C12H38B2KO6 | the Open Molecules 2025 dataset | ωB97M-V/def2-TZVPD
K 0.62365 1.17610 -0.09302
B 3.06347 0.72710 -1.82260
H 2.05268 1.22610 -2.24051
H 2.86735 -0.45581 -1.64426
H 4.00497 0.90391 -2.57322
H 3.36162 1.23592 -0.78168
B 2.85417 -0.14425 1.80430
H 3.51953 0.83169 1.53090
H 2.41480 -0.57585 0.76130
H 3.57202 -0.98883 2.30138
H 1.91689 0.17608 2.53916
C 0.15474 -2.04925 -1.47533
O -0.69406 -1.25700 -2.28308
C -0.11857 -0.93527 -3.53209
C 0.20156 -2.10536 -4.43262
O -0.95097 -2.88177 -4.65122
C -0.69160 -4.03317 -5.41019
H 0.41409 -3.02140 -1.91344
H -0.37513 -2.29841 -0.55822
H 1.07147 -1.50554 -1.24384
H 0.79072 -0.32748 -3.40986
H -0.84173 -0.28925 -4.04018
H 0.99112 -2.74006 -4.00517
H 0.63050 -1.67849 -5.35263
H -0.15317 -3.79978 -6.33503
H -1.64853 -4.50408 -5.62928
H -0.09647 -4.75655 -4.83415
C -1.81341 2.69026 2.27684
O -0.50449 2.88845 1.80419
C 0.13603 4.02425 2.37700
C 1.61269 3.86255 2.13396
O 1.84735 3.88276 0.75980
C 3.20386 3.86533 0.35747
H -2.45885 3.54806 2.04133
H -1.81011 2.49226 3.35368
H -2.24176 1.83733 1.75159
H -0.00840 4.00111 3.46576
H -0.31581 4.91918 1.93919
H 1.91938 2.91434 2.59895
H 2.17936 4.65783 2.64594
H 3.75607 3.03104 0.80214
H 3.69009 4.81057 0.63451
H 3.22241 3.67589 -0.71260
C -2.71300 -0.53230 0.12487
O -1.46388 -0.49465 0.77518
C -1.26721 -1.41120 1.81691
C -2.02597 -1.12803 3.09176
O -3.43734 -1.17261 2.96742
C -3.95097 -2.48623 2.92774
H -3.54403 -0.21503 0.76205
H -2.93790 -1.52918 -0.26870
H -2.66553 0.16678 -0.70980
H -0.20044 -1.35604 2.07170
H -1.37336 -2.45611 1.48665
H -1.78660 -0.12010 3.42860
H -1.69492 -1.84761 3.85279
H -3.66823 -3.00935 3.84856
H -3.58483 -3.01947 2.04539
H -5.03533 -2.41938 2.87375
```

Calculated values
charge	-1
ΔE to the lowest compared entry with this formula, charge and spin	0.0	kcal/mol
molar mass	339.152	u
highest occupied orbital energy	-4.61	eV
HOMO-LUMO gap	6.761	eV

---

# 4
This record from the Open Molecules 2025 dataset describes a 10-piece molecular cluster, C53H69ClO29 overall in a non-equilibrium geometry. The level of theory is ωB97M-V/def2-TZVPD.

The geometry in XYZ format:
```
152
C53H69ClO29 | the Open Molecules 2025 dataset | ωB97M-V/def2-TZVPD
C 4.36686 -1.07354 -2.07951
C 3.42746 -0.22220 -1.68549
C 2.77920 1.01861 -0.87028
C 2.38788 0.76121 0.66214
C 1.76847 1.91570 1.58320
C 1.55573 3.33929 0.89124
Cl 0.87723 4.71497 1.91604
C 1.94285 3.58363 -0.64089
C 2.54647 2.41401 -1.56022
C 2.86895 2.75109 -3.11108
O 3.81116 2.14758 -3.72381
C 1.96319 3.90186 -3.83202
C 1.66657 3.79993 -5.41744
C 0.52908 4.81314 -5.96389
C -0.98116 4.25108 -5.83154
C -1.48985 4.02407 -4.31466
C -1.10286 2.55697 -3.69448
C -2.37606 1.88013 -2.90910
C -1.79477 0.52452 -2.18552
C -2.42460 -0.76824 -2.91430
C -2.15006 -2.16996 -2.15873
C -2.21583 -2.09561 -0.54771
C -3.74252 -2.21089 0.04384
C -4.63296 -0.89665 -0.24809
C -4.30114 0.34609 0.76796
C -4.89108 1.76709 0.19916
C 1.48007 4.95859 -2.97130
C 1.76415 5.00944 -1.36720
O 1.80075 6.14917 -0.80161
H 5.22251 -1.76508 -2.44725
H 2.53606 -0.27910 1.16408
H 1.52007 1.71252 2.70016
H 1.49031 2.70296 -5.77387
H 2.66079 4.12205 -5.94132
H 0.73150 4.93105 -7.10946
H 0.65933 5.89176 -5.53615
H -1.67355 5.07763 -6.28557
H -1.16406 3.31569 -6.50662
H -2.65906 4.02169 -4.36351
H -1.21648 4.89370 -3.60408
H -0.79235 1.90073 -4.61013
H -0.26346 2.62298 -2.89626
H -3.25183 1.67628 -3.62424
H -2.67203 2.58726 -2.03339
H -0.65432 0.51450 -2.37011
H -2.02179 0.61039 -1.06317
H -1.89504 -0.84709 -3.95469
H -3.54888 -0.64784 -3.15720
H -3.00757 -2.89508 -2.48677
H -1.17016 -2.68072 -2.52074
H -1.68140 -3.05884 -0.15465
H -1.62692 -1.21495 -0.08054
H -4.24031 -3.13450 -0.44461
H -3.68770 -2.33404 1.20481
H -5.73891 -1.19187 -0.01265
H -4.62617 -0.55245 -1.34124
H -4.86522 0.17778 1.77747
H -3.18176 0.40693 1.02758
H -4.11685 2.62487 0.36652
H -5.90153 2.00428 0.72444
H -5.10307 1.74899 -0.92970
H 0.81520 5.82264 -3.37244
O 2.80155 0.88442 4.25881
C 3.89416 1.36423 4.42393
O 4.40159 1.72087 5.63488
C 5.77431 2.02544 5.43739
C 5.83657 2.38134 3.98466
O 4.77912 1.61974 3.42186
H 6.08610 2.84909 6.08227
H 6.37090 1.14030 5.67788
H 5.64240 3.44305 3.80481
H 6.79264 2.11398 3.53067
O -0.67434 -5.52551 1.36952
C 0.23127 -5.43196 0.58227
O 0.82754 -4.25892 0.23198
C 1.97935 -4.59128 -0.52890
C 1.65551 -5.95103 -1.06332
O 0.79156 -6.48729 -0.07324
H 2.14410 -3.86014 -1.32279
H 2.84968 -4.59857 0.13364
H 1.11942 -5.90961 -2.01653
H 2.54374 -6.57433 -1.18316
O 4.82367 -3.73095 1.37832
C 4.19082 -3.26270 2.29507
O 2.97102 -2.67119 2.16444
C 2.46667 -2.46204 3.47549
C 3.70325 -2.42783 4.31400
O 4.60514 -3.25724 3.59509
H 1.90081 -1.52995 3.52970
H 1.80614 -3.29457 3.73674
H 4.13064 -1.42305 4.38936
H 3.53393 -2.81781 5.31943
O 10.46295 -0.85193 3.79382
C 9.72537 -1.72574 3.41766
O 10.13081 -2.84016 2.74716
C 9.01622 -3.71823 2.68616
C 7.84872 -2.79415 2.83243
O 8.37625 -1.72719 3.60724
H 9.00122 -4.26215 1.73991
H 9.08694 -4.43715 3.50807
H 7.50600 -2.39785 1.87192
H 7.00675 -3.26537 3.34190
O 2.99180 -4.42134 6.65096
C 2.25318 -5.29371 6.27351
O 2.65819 -6.40806 5.60357
C 1.54237 -7.28382 5.53987
C 0.37542 -6.35718 5.68416
O 0.90453 -5.29235 6.46034
H 1.52863 -7.82717 4.59316
H 1.61031 -8.00308 6.36164
H 0.03511 -5.95947 4.72305
H -0.46895 -6.82643 6.19250
O -6.08115 0.53651 -2.39494
C -7.03683 -0.19246 -2.43024
O -7.90133 -0.37669 -1.39480
C -9.00158 -1.11751 -1.89960
C -8.42279 -1.82122 -3.08697
O -7.39402 -0.94029 -3.51167
H -9.37948 -1.81214 -1.14700
H -9.80008 -0.42120 -2.17366
H -7.97763 -2.78624 -2.82592
H -9.15702 -1.97276 -3.88049
O 7.70005 -1.55327 9.54807
C 8.60333 -1.45561 8.76151
O 9.19686 -0.27913 8.41256
C 10.34896 -0.60472 7.64951
C 10.02668 -1.96394 7.11265
O 9.16589 -2.50705 8.10180
H 10.51040 0.12870 6.85716
H 11.22083 -0.61145 8.31076
H 9.48881 -1.92096 6.16097
H 10.91641 -2.58452 6.98957
O -13.29503 1.33382 -3.57061
C -12.47881 2.12653 -3.18290
O -11.59891 1.89146 -2.16896
C -10.66860 2.96516 -2.16932
C -11.42575 4.07013 -2.83777
O -12.31456 3.37597 -3.69973
H -10.37042 3.22073 -1.15075
H -9.78125 2.66400 -2.73445
H -12.01161 4.66426 -2.12969
H -10.77444 4.73672 -3.40628
O -7.22779 4.70302 -4.62570
C -6.32808 4.81253 -5.41550
O -5.71644 5.98974 -5.72756
C -4.57637 5.67022 -6.50998
C -4.92515 4.33612 -7.09223
O -5.78846 3.77497 -6.11550
H -4.40788 6.42834 -7.27738
H -3.70055 5.62562 -5.85589
H -5.46881 4.42134 -8.03816
H -4.04701 3.70505 -7.24367
```

Calculated values
charge	0
molar mass	1205.559	u
SMILES	C#Cc1ccc(Cl)c2c1C(=O)C(CCCCCCCCCCCCCC)=CC2=O.O=C1OCCO1.O=C1OCCO1.O=C1OCCO1.O=C1OCCO1.O=C1OCCO1.O=C1OCCO1.O=C1OCCO1.O=C1OCCO1.O=C1OCCO1
highest occupied orbital energy	-8.81	eV
HOMO-LUMO gap	7.404	eV

---

# 5
This record from the Open Molecules 2025 dataset describes one molecule with the formula C26H30N6O5S in a non-equilibrium geometry. The level of theory is ωB97M-V/def2-TZVPD.

The geometry in XYZ format:
```
68
C26H30N6O5S | the Open Molecules 2025 dataset | ωB97M-V/def2-TZVPD
C -0.55977 -0.36855 3.05488
C 0.04109 -1.10777 1.86551
O 1.41432 -0.82495 1.68058
C 1.78666 0.38624 1.17959
C 0.94627 1.31843 0.60970
C 1.45395 2.50596 0.06519
C 0.55683 3.46042 -0.54483
N -0.69963 3.25532 -0.55118
N -1.53099 4.12957 -1.12698
C -2.88346 3.91694 -1.21867
O -3.57526 4.66750 -1.87294
C -3.39232 2.73167 -0.48026
C -4.29331 1.88078 -1.11170
C -4.77789 0.76447 -0.45608
C -4.39100 0.50177 0.85316
C -4.87546 -0.72210 1.55571
S -3.60587 -2.04961 1.47068
C -3.96998 -2.66600 -0.10788
N -4.99044 -2.35310 -0.86160
N -4.89543 -3.07737 -1.98643
C -3.83286 -3.81576 -1.90485
N -3.18776 -3.60225 -0.72258
C -1.98376 -4.19547 -0.21987
C -3.51567 1.37312 1.49368
C -3.01316 2.47681 0.83409
C 2.82193 2.74321 0.10746
C 3.67762 1.82089 0.68709
C 3.17867 0.64820 1.22874
O 3.92415 -0.32640 1.82478
C 5.32940 -0.22755 1.78259
C 5.93934 -0.21241 0.37437
O 6.77461 0.62396 0.08039
N 5.53727 -1.16459 -0.48706
C 4.55513 -2.20509 -0.27283
C 3.38718 -1.99209 -1.24558
O 3.83214 -1.96283 -2.58135
C 4.77802 -0.93526 -2.77871
C 5.99224 -1.12179 -1.86465
H -1.58130 -0.70624 3.20342
H -0.55557 0.70484 2.88419
H 0.01904 -0.58112 3.95012
H 0.01401 -2.18525 2.05095
H -0.52936 -0.89590 0.95269
H -0.11828 1.16548 0.54853
H 1.00340 4.35294 -0.99915
H -1.16098 4.95058 -1.61579
H -4.59892 2.09656 -2.12412
H -5.45005 0.08434 -0.95702
H -5.02551 -0.55164 2.62129
H -5.76998 -1.13592 1.09558
H -3.49599 -4.50303 -2.65237
H -1.20775 -3.43512 -0.10685
H -1.64558 -4.95931 -0.91741
H -2.17086 -4.64776 0.75589
H -3.22590 1.18007 2.51665
H -2.33727 3.14648 1.34257
H 3.22804 3.65177 -0.31060
H 4.73506 2.02782 0.70481
H 5.68274 0.67488 2.29680
H 5.69617 -1.10333 2.32722
H 4.18408 -2.20291 0.74858
H 5.02879 -3.17034 -0.49082
H 2.67820 -2.81822 -1.17544
H 2.87442 -1.05042 -0.99712
H 5.07192 -0.98746 -3.82776
H 4.31648 0.04341 -2.57512
H 6.69270 -0.29297 -1.96905
H 6.49414 -2.06504 -2.10429
```

Calculated values
charge	0
ΔE to the lowest compared entry with this formula, charge and spin	72.3	kcal/mol
molar mass	538.630	u
SMILES	CCOc1cc(/C=N/NC(=O)c2ccc(CSc3nncn3C)cc2)ccc1OCC(=O)N1CCOCC1
highest occupied orbital energy	-8.10	eV
HOMO-LUMO gap	8.388	eV